Record 1
62
Properties=species:S:1:pos:R:3:lowdin_charge:R:1 method="wB97M-V/def2-TZVPD" lumo_ev="-0.78 / -0.48" spin_multiplicity=2 e_homo_ev="-8.12 / -8.14"
Cr -0.677 -0.573 -0.316 0.809
C 0.310 2.678 -2.933 -0.062
O 0.537 1.865 -4.077 -0.065
C -0.006 0.620 -4.207 -0.198
C -0.012 0.127 -5.502 0.005
C -0.509 -1.136 -5.795 -0.079
C -1.027 -1.919 -4.791 -0.046
C -1.038 -1.460 -3.468 -0.131
C -1.631 -2.292 -2.458 -0.020
N -1.709 -1.956 -1.216 -0.098
N -2.361 -2.781 -0.352 0.104
C -2.385 -2.233 0.842 -0.408
O -1.988 -1.008 1.040 -0.141
C -2.791 -3.057 1.993 -0.141
C -3.013 -4.425 1.848 -0.019
C -3.262 -5.202 2.965 -0.076
C -3.285 -4.624 4.227 -0.083
C -3.079 -3.260 4.374 -0.075
C -2.832 -2.478 3.259 -0.017
C -0.499 -0.187 -3.158 -0.204
O -0.422 0.227 -1.891 -0.219
H 0.645 3.674 -3.218 0.097
H 0.884 2.339 -2.071 0.072
H -0.749 2.718 -2.672 0.095
H 0.384 0.765 -6.281 0.124
H -0.491 -1.496 -6.815 0.106
H -1.423 -2.904 -5.007 0.113
H -2.073 -3.238 -2.761 0.139
H -2.969 -4.860 0.860 0.109
H -3.428 -6.266 2.857 0.103
H -3.450 -5.243 5.100 0.102
H -3.101 -2.809 5.357 0.103
H -2.656 -1.414 3.348 0.114
O 1.506 -2.477 2.616 0.082
C 1.042 -1.617 1.903 -0.655
O 0.455 -1.822 0.760 -0.160
C 1.089 -0.140 2.375 -0.205
P 0.708 0.924 0.936 1.060
C 0.435 2.589 1.613 -0.358
C -0.400 3.457 0.912 -0.085
C -0.639 4.737 1.389 -0.074
C -0.054 5.154 2.575 -0.078
C 0.770 4.291 3.284 -0.074
C 1.015 3.013 2.807 -0.094
C 2.332 1.044 0.094 -0.326
C 3.209 2.106 0.294 -0.076
C 4.425 2.144 -0.373 -0.077
C 4.776 1.127 -1.247 -0.079
C 3.909 0.064 -1.452 -0.064
C 2.693 0.023 -0.789 -0.084
H 2.063 0.066 2.815 0.097
H 0.318 -0.005 3.137 0.105
H -0.866 3.117 -0.006 0.098
H -1.288 5.406 0.839 0.106
H -0.247 6.151 2.951 0.105
H 1.220 4.615 4.213 0.107
H 1.659 2.347 3.367 0.106
H 2.941 2.911 0.967 0.098
H 5.100 2.975 -0.211 0.105
H 5.723 1.162 -1.770 0.105
H 4.175 -0.735 -2.131 0.110
H 2.034 -0.820 -0.945 0.094

=====

Record 2
61
Properties=species:S:1:pos:R:3:lowdin_charge:R:1 method="wB97M-V/def2-TZVPD" charge=+2 lumo_ev="-7.72 / -7.71" e_homo_ev="-14.22 / -14.21"
W -0.149 -0.522 0.612 1.321
C 2.047 -1.805 3.208 -0.321
C 0.728 -1.587 3.953 -0.320
P -0.411 -0.481 3.061 0.968
C 0.111 1.229 3.240 -0.311
C -0.607 2.173 2.297 -0.196
C 0.425 3.060 1.535 -0.097
C 1.694 3.411 2.247 0.005
C 2.038 2.760 3.358 -0.035
C 1.315 1.544 3.739 -0.039
C -2.080 -0.693 3.662 -0.355
C -2.607 0.266 4.531 -0.072
C -3.880 0.098 5.051 -0.044
C -4.620 -1.025 4.712 -0.033
C -4.095 -1.984 3.853 -0.046
C -2.828 -1.821 3.323 -0.098
P 1.965 -1.460 1.412 0.943
C 3.632 -1.394 0.786 -0.369
C 4.142 -2.348 -0.095 -0.068
C 5.450 -2.235 -0.537 -0.042
C 6.243 -1.182 -0.105 -0.032
C 5.741 -0.231 0.775 -0.050
C 4.435 -0.334 1.217 -0.117
C 1.007 -2.722 0.568 -0.464
C 0.841 -2.489 -0.814 -0.191
C -0.018 -3.306 -1.566 -0.056
C -0.678 -4.344 -0.947 -0.023
C -0.474 -4.614 0.416 -0.032
C 0.355 -3.822 1.170 -0.065
H 2.428 -2.823 3.326 0.110
H 2.836 -1.155 3.589 0.086
H 0.889 -1.210 4.966 0.109
H 0.171 -2.519 4.072 0.093
H -1.501 2.644 2.699 0.158
H -0.067 3.943 1.123 0.175
H 2.279 4.242 1.878 0.130
H 2.913 3.048 3.924 0.124
H 1.850 0.839 4.367 0.111
H -2.027 1.135 4.819 0.108
H -4.291 0.838 5.723 0.121
H -5.614 -1.157 5.119 0.123
H -4.679 -2.856 3.594 0.120
H -2.438 -2.564 2.637 0.092
H 3.535 -3.183 -0.421 0.109
H 5.854 -2.973 -1.216 0.121
H 7.263 -1.101 -0.457 0.123
H 6.362 0.591 1.100 0.120
H 4.039 0.429 1.880 0.101
H 1.505 -1.802 -1.334 0.115
H -0.130 -3.126 -2.627 0.126
H -1.333 -4.985 -1.523 0.128
H -0.970 -5.461 0.871 0.126
H 0.512 -4.047 2.218 0.112
S -2.506 -0.271 -2.183 0.879
C -2.193 -0.917 -0.809 -0.931
N -1.849 -1.438 0.253 -0.084
N 3.263 1.611 -1.023 0.215
C 2.175 1.405 -0.712 -0.303
N 0.907 1.128 -0.340 -0.026
C 0.282 1.945 0.520 -0.318
N -0.835 1.398 1.016 -0.034

=====

Record 3
63
Properties=species:S:1:pos:R:3:lowdin_charge:R:1 method="wB97M-V/def2-TZVPD" charge=+1 lumo_ev=-3.92 e_homo_ev=-10.57
Zr 0.438 0.105 0.606 1.896
O -0.202 1.198 -0.966 -0.237
C -1.146 0.788 -1.820 -0.322
C -0.925 0.860 -3.195 0.000
C -1.880 0.395 -4.074 -0.042
C -3.101 -0.113 -3.619 -0.064
C -3.354 -0.134 -2.268 -0.026
C -2.379 0.287 -1.351 -0.147
C -2.700 0.365 0.058 -0.044
N -1.824 0.360 0.995 -0.087
C -2.158 0.834 2.329 -0.179
C -1.382 2.141 2.520 -0.163
N -0.051 2.026 1.891 -0.082
C 0.618 3.112 1.750 -0.066
C 1.957 3.241 1.221 -0.143
C 2.500 4.533 1.141 -0.028
C 3.786 4.739 0.700 -0.068
C 4.561 3.634 0.342 -0.046
C 4.054 2.352 0.418 0.004
C 2.746 2.141 0.840 -0.310
O 2.264 0.891 0.880 -0.251
H 0.020 1.253 -3.544 0.129
H -1.678 0.427 -5.137 0.118
H -3.841 -0.469 -4.322 0.110
H -4.306 -0.493 -1.894 0.120
H -3.750 0.503 0.325 0.147
H -1.847 0.094 3.066 0.102
H -3.230 1.005 2.444 0.126
H -1.273 2.358 3.584 0.127
H -1.931 2.965 2.059 0.128
H 0.165 4.053 2.072 0.143
H 1.885 5.375 1.436 0.118
H 4.192 5.739 0.635 0.110
H 5.577 3.781 -0.002 0.115
H 4.649 1.492 0.139 0.125
O 1.580 -1.202 -3.568 0.079
C 0.614 -2.130 -3.692 -0.263
C 0.328 -2.567 -4.986 -0.005
C -0.656 -3.507 -5.200 -0.058
C -1.383 -4.041 -4.133 -0.078
C -1.105 -3.617 -2.856 -0.023
C -0.110 -2.658 -2.608 -0.088
C 0.120 -2.205 -1.241 -0.389
O 0.981 -1.239 -1.020 -0.199
N -0.544 -2.760 -0.244 0.096
N -0.201 -2.110 0.906 -0.121
C -0.385 -2.668 2.036 -0.035
C 0.094 -1.925 3.207 -0.257
C 0.070 -2.449 4.485 0.007
C 0.624 -1.706 5.520 -0.022
C 1.187 -0.473 5.240 -0.022
C 1.156 -0.012 3.933 -0.100
N 0.614 -0.712 2.938 0.011
H 1.652 -0.970 -2.624 0.081
H 0.901 -2.150 -5.802 0.124
H -0.862 -3.837 -6.210 0.111
H -2.152 -4.781 -4.309 0.105
H -1.651 -4.013 -2.010 0.110
H -0.816 -3.661 2.114 0.142
H -0.360 -3.425 4.660 0.126
H 0.624 -2.094 6.529 0.123
H 1.645 0.127 6.013 0.118
H 1.581 0.946 3.663 0.114

=====

Max |F| for every record listed, in sequence, given in eV/A: 2.426, 1.542, 0.546.
E_tot for every record listed, in sequence, given in eV: -81390.8904, -67644.6186, -47383.8118.